{"formula": "C3H6N2O2", "method": "the ωB97M-V functional and the def2-TZVPD basis", "elements": ["N", "H", "H", "O", "H", "C", "O", "H", "C", "H", "C", "H", "N"], "xyz": [[-0.39850, -1.41629, -1.14519], [2.22670, 0.29209, -0.37163], [-2.25802, 1.33441, 0.71183], [0.83941, 0.90482, 0.94432], [0.70489, 0.87417, -1.12464], [-0.43790, 1.22478, 1.16216], [1.27102, -2.03378, 0.28491], [-0.79848, -2.34053, -1.05552], [1.13830, 0.28685, -0.30936], [-1.05554, -0.65063, -1.23927], [0.67419, -1.17597, -0.33614], [-0.53251, 1.69395, 2.14456], [-1.37356, 1.00613, 0.33397]], "forces_ev_per_a": [[-0.03, -0.08, 0.15], [-0.14, -0.02, -0.01], [0.08, 0.00, -0.04], [-0.06, 0.00, 0.05], [0.03, -0.11, 0.11], [-0.22, 0.01, -0.06], [-0.17, 0.26, -0.23], [0.06, 0.09, -0.04], [0.10, 0.00, -0.14], [0.12, -0.09, 0.01], [0.05, -0.14, 0.06], [-0.04, -0.05, -0.13], [0.22, 0.12, 0.28]], "smiles": "[H]/N=C/OCC(N)=O", "spin_multiplicity": 1, "e_lumo_ev": 0.878, "total_energy_ha": -377.9119, "gap_ev": 10.64, "e_above_lowest_kcal_mol": 29.78, "fmax_ev_per_a": 0.38}


{"formula": "C3H6N2O2", "method": "the ωB97M-V functional and the def2-TZVPD basis", "elements": ["C", "H", "H", "C", "N", "H", "O", "H", "C", "H", "H", "O", "N"], "xyz": [[0.84219, 0.24546, -0.59040], [1.91166, 0.03435, -0.72655], [0.07446, -2.91020, 0.30743], [0.07930, -0.96597, -0.03641], [-1.41493, 1.91739, -0.22803], [-0.80830, 1.49957, 1.75443], [-0.91819, -0.80170, 0.64172], [1.46204, -2.41612, -0.61248], [-0.62089, 1.55493, 0.67881], [0.43875, 0.60342, -1.54580], [-2.28968, 2.23338, 0.18170], [0.69201, 1.21904, 0.42024], [0.55159, -2.21353, -0.24467]], "forces_ev_per_a": [[-0.10, -0.11, -0.03], [-0.28, 0.13, 0.21], [0.14, -0.15, -0.21], [-0.19, -0.16, 0.13], [0.45, 0.25, 0.25], [0.00, 0.31, -0.19], [0.19, -0.30, -0.08], [0.05, 0.08, -0.04], [-0.05, 0.53, -0.07], [-0.11, -0.25, 0.15], [-0.02, -0.22, -0.06], [-0.11, 0.08, 0.03], [0.02, -0.17, -0.09]], "smiles": "[H]/N=C/OCC(N)=O", "spin_multiplicity": 1, "e_lumo_ev": 0.767, "total_energy_ha": -377.8914, "gap_ev": 10.19, "e_above_lowest_kcal_mol": 42.64, "fmax_ev_per_a": 0.58}


{"formula": "C3H6N2O2", "method": "the ωB97M-V functional and the def2-TZVPD basis", "elements": ["H", "C", "H", "O", "C", "H", "N", "C", "H", "N", "H", "H", "O"], "xyz": [[2.24780, -0.12607, -0.29116], [0.20049, -0.64882, -0.50347], [-1.82883, 2.36558, 0.99149], [-1.01833, -0.49168, -0.09478], [-1.23746, 0.61014, 0.80316], [1.16809, 1.25467, -0.61805], [-1.58171, 1.69097, 0.27033], [1.26183, 0.31927, -0.01275], [1.36201, -1.95100, -1.51571], [0.43136, -1.75440, -1.18127], [-1.30010, 0.24445, 1.82035], [-0.29322, -2.44769, -1.31172], [0.97598, 0.39988, 1.28751]], "forces_ev_per_a": [[-0.14, 0.09, 0.10], [-0.03, -0.20, -0.08], [0.00, -0.04, -0.07], [0.23, -0.07, -0.09], [-0.30, 0.36, -0.02], [0.00, -0.12, 0.12], [0.15, -0.34, 0.25], [0.05, -0.15, -0.45], [-0.11, 0.08, 0.08], [0.01, 0.09, 0.04], [0.05, 0.11, -0.08], [0.06, 0.13, -0.01], [0.03, 0.06, 0.19]], "spin_multiplicity": 1, "e_lumo_ev": 0.447, "total_energy_ha": -377.8172, "gap_ev": 8.47, "e_above_lowest_kcal_mol": 89.22, "fmax_ev_per_a": 0.48}


{"formula": "C3H6N2O2", "method": "the ωB97M-V functional and the def2-TZVPD basis", "elements": ["H", "N", "H", "O", "C", "C", "C", "N", "H", "H", "H", "H", "O"], "xyz": [[-1.71385, 0.50711, 1.21388], [2.57328, 0.38429, -0.07525], [0.94570, 1.63044, -0.79802], [0.57403, -1.46571, 0.43658], [0.29180, -0.24202, -0.16108], [-1.97253, 0.24367, 0.23830], [1.22839, 0.64607, -0.41622], [-3.21533, 0.20301, 0.02720], [2.76641, -0.42928, 0.60432], [3.01502, 1.18562, 0.10734], [-3.42981, -0.42559, -0.74924], [-0.03304, -2.09716, 0.13181], [-1.03006, -0.14043, -0.55963]], "forces_ev_per_a": [[1.18, 1.11, 1.47], [-3.38, -4.68, 0.27], [0.43, -0.40, 0.37], [1.71, 2.35, 0.07], [-7.49, -7.52, 3.86], [-2.91, 0.35, 1.33], [7.22, 6.27, -2.67], [-0.05, -1.04, -0.10], [-0.57, 1.84, -1.40], [2.62, 3.49, 0.91], [-0.05, 0.69, -0.57], [-1.50, -1.60, -0.78], [2.80, -0.85, -2.77]], "spin_multiplicity": 3, "e_lumo_ev": [0.741, -1.261], "total_energy_ha": -377.6811, "gap_ev": [4.90, 8.85], "s_squared": 2.006, "e_above_lowest_kcal_mol": 57.68, "fmax_ev_per_a": 11.29}


{"formula": "C3H6N2O2S", "method": "the ωB97M-V functional and the def2-TZVPD basis", "elements": ["O", "N", "N", "H", "H", "C", "H", "H", "C", "O", "H", "H", "C", "S"], "xyz": [[-0.39386, 0.05186, -3.31614], [-1.13235, -1.15993, 0.05933], [-0.36125, 0.05516, 1.98303], [1.84949, 0.25194, -1.56314], [0.85759, -1.34898, -1.47789], [0.90783, -0.24718, -1.29043], [-1.10336, -0.42011, 2.53432], [0.62055, 2.06579, 2.82749], [-0.16432, 0.46410, -2.18099], [0.79113, 0.15209, 0.07023], [-0.67125, 1.37749, -1.80940], [-1.87137, -1.53260, 0.66384], [-0.30246, -0.43152, 0.66900], [0.97362, 0.72189, 2.83074]], "forces_ev_per_a": [[0.44, 0.88, 2.17], [0.03, -0.29, 0.18], [-0.84, -0.93, 0.51], [-0.03, -0.70, -0.30], [0.23, 1.03, 0.30], [-0.43, 1.15, -0.90], [1.05, 0.76, -0.39], [0.10, -1.03, -0.15], [0.12, -1.66, -1.91], [-1.45, -1.49, -0.14], [0.21, -0.20, 0.24], [0.33, 0.28, -0.26], [0.99, 1.71, 0.76], [-0.74, 0.49, -0.11]], "smiles": "[H]/N=C(\\NS)OCC=O", "spin_multiplicity": 1, "e_lumo_ev": 0.487, "total_energy_ha": -776.0477, "gap_ev": 10.21, "e_above_lowest_kcal_mol": 58.03, "fmax_ev_per_a": 2.53}


{"formula": "C3H6N2O2S", "method": "the ωB97M-V functional and the def2-TZVPD basis", "elements": ["N", "N", "O", "H", "S", "H", "H", "H", "C", "O", "C", "H", "C", "H"], "xyz": [[0.24701, -0.63135, -0.20716], [-0.95905, 1.46394, 0.19104], [0.97277, -1.43658, 0.73573], [1.75666, -1.35963, -1.50919], [-0.22960, 2.34752, -1.06519], [-0.75289, 3.55114, -0.55138], [1.96238, 0.32054, -1.04907], [0.48432, -2.30167, 0.79983], [-1.40682, -0.40074, 1.63590], [-1.23630, -1.61574, 1.88304], [-0.57286, 0.22909, 0.46382], [0.65752, -0.04444, -2.28282], [1.13894, -0.38126, -1.31792], [-2.06208, 0.25918, 2.27336]], "forces_ev_per_a": [[0.52, -1.33, 0.61], [0.98, -2.50, 0.55], [-0.18, -0.77, -0.49], [-1.70, 1.60, 0.24], [-0.78, 1.46, 0.87], [0.61, -1.23, -0.83], [-0.71, -0.12, -0.15], [0.37, 1.36, -0.12], [1.89, -3.07, 0.02], [-1.58, 3.53, -0.29], [-2.32, 2.46, 0.31], [0.21, -0.45, 1.32], [2.12, -0.57, -1.18], [0.56, -0.38, -0.85]], "smiles": "CN(O)/C(C=O)=N\\S", "spin_multiplicity": 1, "e_lumo_ev": -0.131, "total_energy_ha": -775.9623, "gap_ev": 8.34, "e_above_lowest_kcal_mol": 111.61, "fmax_ev_per_a": 3.87}


Copy entry 4 word for word.
{"formula": "C3H6N2O2", "method": "the ωB97M-V functional and the def2-TZVPD basis", "elements": ["H", "N", "H", "O", "C", "C", "C", "N", "H", "H", "H", "H", "O"], "xyz": [[-1.71385, 0.50711, 1.21388], [2.57328, 0.38429, -0.07525], [0.94570, 1.63044, -0.79802], [0.57403, -1.46571, 0.43658], [0.29180, -0.24202, -0.16108], [-1.97253, 0.24367, 0.23830], [1.22839, 0.64607, -0.41622], [-3.21533, 0.20301, 0.02720], [2.76641, -0.42928, 0.60432], [3.01502, 1.18562, 0.10734], [-3.42981, -0.42559, -0.74924], [-0.03304, -2.09716, 0.13181], [-1.03006, -0.14043, -0.55963]], "forces_ev_per_a": [[1.18, 1.11, 1.47], [-3.38, -4.68, 0.27], [0.43, -0.40, 0.37], [1.71, 2.35, 0.07], [-7.49, -7.52, 3.86], [-2.91, 0.35, 1.33], [7.22, 6.27, -2.67], [-0.05, -1.04, -0.10], [-0.57, 1.84, -1.40], [2.62, 3.49, 0.91], [-0.05, 0.69, -0.57], [-1.50, -1.60, -0.78], [2.80, -0.85, -2.77]], "spin_multiplicity": 3, "e_lumo_ev": [0.741, -1.261], "total_energy_ha": -377.6811, "gap_ev": [4.90, 8.85], "s_squared": 2.006, "e_above_lowest_kcal_mol": 57.68, "fmax_ev_per_a": 11.29}